Record 1
Here is C2H3NOS2 in the gas phase at a distorted geometry from the OMol25 dataset. Energies are from the ωB97M-V functional and the def2-TZVPD basis.

Last column: Löwdin charge in e.
Positions of all 9 atoms, in Å:
C  -0.941  0.171  -0.720  -0.389
C  1.356  -0.231  -0.147  -0.721
H  -1.375  -0.081  1.790  -0.118
H  -0.668  -0.308  -1.657  0.091
H  2.019  -0.106  0.695  0.048
N  0.117  0.224  0.189  -0.501
O  -1.982  0.604  -0.394  0.048
S  -0.303  0.678  1.793  0.876
S  1.778  -0.951  -1.548  0.666

The total energy is -1004.34135 hartree. For the largest force on an atom, the calculation gives 2.84 eV Å⁻¹. For the orbital gap, the calculation gives 8.731 eV. As for the relative energy (zero: lowest compared OMol25 entry of this formula, charge and spin): 29.0 kcal per mole. For the LUMO energy, the calculation gives -0.01453 hartree. As for the structure (SMILES): O=CN(S)C=S.

Record 2
Here is a gas-phase ion, C3H7N4S (charge +1) at a distorted geometry from the OMol25 dataset. Energies are from the ωB97M-V functional and the def2-TZVPD basis.

Last column: Löwdin charge in e.
Positions of all 15 atoms, in Å:
C  -2.664  -0.056  0.066  -0.872
C  -0.483  -1.020  -0.016  0.042
C  0.071  0.326  -0.488  -0.370
N  -1.847  -1.244  -0.151  0.091
N  -1.882  1.001  0.533  -0.054
N  -0.543  0.998  0.614  0.050
N  1.546  0.476  -0.297  0.235
S  -4.253  0.100  -0.035  0.735
H  0.041  -1.453  0.802  0.120
H  -0.194  0.675  -1.446  0.152
H  -2.361  -2.028  0.050  0.109
H  -2.349  1.954  0.657  0.191
H  1.844  1.438  -0.542  0.189
H  1.963  -0.195  -0.962  0.189
H  1.533  0.334  0.759  0.194

The total energy is -735.33100 hartree. For the largest force on an atom, the calculation gives 5.59 eV Å⁻¹. Its total charge is +1. For the orbital gap (spin up / spin down), the calculation gives 7.072 / 6.778 eV. As for the relative energy (zero: lowest compared OMol25 entry of this formula, charge and spin): 75.8 kcal per mole. For the LUMO energy (spin up / spin down), the calculation gives -0.17867 / -0.18232 hartree.

Record 3
Here is C6H12Si in the gas phase at a distorted geometry from the OMol25 dataset. Energies are from the ωB97M-V functional and the def2-TZVPD basis.

Last column: Löwdin charge in e.
Positions of all 19 atoms, in Å:
C  -1.405  -0.917  -0.230  -0.218
C  -1.308  0.346  0.113  -0.158
C  -0.269  -1.910  -0.283  -0.292
C  0.820  -1.443  0.671  -0.388
C  -2.249  1.497  0.217  -0.135
C  2.100  1.343  -0.756  -0.247
Si  1.289  0.363  0.670  0.841
H  -2.433  -1.509  -0.542  0.154
H  -0.754  -2.816  -0.106  0.065
H  0.267  -1.939  -1.352  0.149
H  0.532  -1.521  1.646  0.015
H  1.796  -2.112  0.541  0.115
H  -3.343  1.397  0.058  0.091
H  -2.001  2.271  -0.372  0.024
H  -2.333  1.835  1.168  0.027
H  2.062  2.345  -0.542  -0.027
H  3.232  1.094  -0.889  0.067
H  1.730  1.151  -1.685  -0.028
H  2.266  0.525  1.673  -0.056

The total energy is -525.14369 hartree. For the largest force on an atom, the calculation gives 4.81 eV Å⁻¹. For the orbital gap, the calculation gives 8.206 eV. As for the relative energy (zero: lowest compared OMol25 entry of this formula, charge and spin): 98.7 kcal per mole. For the LUMO energy, the calculation gives 0.00753 hartree.

Record 4
Here is 2 unconnected molecules or ions with the total composition C4H12O at a distorted geometry from the OMol25 dataset. Energies are from the ωB97M-V functional and the def2-TZVPD basis.

Last column: Löwdin charge in e.
Positions of all 17 atoms, in Å:
C  -0.074  -0.803  2.753  -0.178
C  -0.085  0.755  2.861  -0.154
H  -0.653  -1.147  3.613  0.059
H  0.914  -1.247  2.626  0.060
H  -0.654  -1.185  1.904  0.050
H  0.364  1.215  1.984  0.046
H  -1.147  0.946  2.994  0.062
H  0.579  0.997  3.694  0.062
C  0.176  -0.424  -2.267  -0.303
O  1.146  -0.050  -1.262  -0.103
C  -0.995  0.537  -2.297  -0.090
H  0.867  -0.403  -3.126  0.115
H  -0.124  -1.454  -2.068  0.105
H  0.665  0.092  -0.448  0.047
H  -0.732  1.588  -2.182  0.078
H  -1.505  0.455  -3.259  0.071
H  -1.700  0.201  -1.532  0.072

The total energy is -234.80363 hartree. For the largest force on an atom, the calculation gives 2.08 eV Å⁻¹. For the orbital gap, the calculation gives 11.216 eV. As for the relative energy (zero: lowest compared OMol25 entry of this formula, charge and spin): 18.2 kcal per mole. For the LUMO energy, the calculation gives 0.03361 hartree. As for the structure (SMILES): CCO.CC.